(1)
13
Properties=species:S:1:pos:R:3:forces:R:3 method="wB97M-V/def2-TZVPD" multiplicity=1 charge=+1
C 1.225 0.494 -0.150 -0.9450 -0.1417 0.9394
C 1.779 1.462 0.547 -0.2442 0.1257 -0.4479
C -0.433 -0.405 1.433 -0.5055 0.2546 -0.3134
N -0.071 -0.079 0.255 1.1671 -1.4635 0.0536
H 1.618 -0.172 -0.896 0.3606 0.5290 -0.5810
H 1.260 1.869 1.400 -0.0507 0.3368 0.0066
H 2.700 1.924 0.238 0.3267 -0.1816 0.1372
H -1.156 -1.220 1.497 -0.1908 0.5393 0.3047
H -0.055 0.124 2.300 0.2766 -0.3249 0.0581
H -0.504 -0.648 -0.485 -0.3391 0.3534 -0.2733
H -2.805 -0.985 -1.664 0.3702 -0.0164 -0.0522
H -1.716 -1.317 -2.697 0.0062 0.0125 0.1343
O -1.843 -1.047 -1.778 -0.2322 -0.0233 0.0339

---

(2)
100
Properties=species:S:1:pos:R:3:forces:R:3 method="wB97M-V/def2-TZVPD" multiplicity=1 charge=+1
C -4.056 -2.151 4.006 -0.3274 1.9797 -0.0346
C -2.886 -3.072 3.928 -0.4872 -3.2949 3.6194
O -2.833 -3.903 4.866 1.5004 2.4117 -4.1634
N -1.829 -3.006 2.760 1.5660 -0.2346 7.0310
H -2.151 -2.817 1.892 -2.7744 1.1076 -4.9249
H -1.088 -2.243 2.954 -1.5763 1.5248 -0.0772
C -0.842 -4.040 2.770 -3.2933 -6.4781 6.1355
H -4.093 -1.645 3.065 -0.9541 0.0074 -1.1155
H -3.779 -1.223 4.618 -0.2568 -1.4983 -0.0825
H -5.071 -2.587 4.383 2.3014 0.5665 -0.8006
H -0.136 -3.813 2.152 4.2298 1.2520 -3.9459
H -1.266 -5.142 2.573 0.7824 2.6277 0.1351
H -0.372 -4.158 3.865 -1.0730 0.4839 -2.3923
C 0.437 2.184 4.570 -3.4643 2.8753 -2.3887
C 0.224 1.143 5.596 2.6246 0.9031 -0.4319
O 1.093 0.907 6.361 -1.0095 -1.0584 1.1122
N -1.027 0.289 5.470 2.6037 2.4219 1.8746
H -1.718 0.862 5.137 -2.8403 2.2867 0.0530
H -0.828 -0.080 4.604 1.2854 -3.1837 -3.9834
C -1.282 -0.576 6.568 -6.0995 -1.1175 -2.5808
H 1.009 1.883 3.665 0.7533 -0.0136 1.3376
H 0.677 3.321 5.015 -0.5246 -3.4625 -1.2541
H -0.577 2.183 3.929 1.5710 0.8819 1.4878
H -0.788 -1.449 6.355 0.8604 -2.4118 -0.0779
H -2.501 -0.702 6.575 3.2664 -0.0941 0.4150
H -0.937 -0.148 7.389 1.3013 1.7665 3.9214
C 0.708 -0.505 -0.334 -2.0237 2.4973 0.2491
C -0.444 0.434 -0.364 0.6939 -3.4285 5.2517
O -0.492 1.351 -1.025 -1.3211 4.5803 -3.2567
N -1.592 0.143 0.719 -0.7673 3.0653 -1.1091
H -2.193 -0.702 0.524 -0.1512 -1.9537 -0.2977
H -1.219 0.020 1.646 1.5688 -1.0715 0.6283
C -2.604 1.270 0.941 2.3942 1.0313 -4.1934
H 0.238 -1.362 -0.433 -2.0238 -4.9186 -1.3353
H 1.265 -0.711 0.485 1.3628 0.4192 3.3011
H 1.346 -0.290 -1.087 1.6909 0.5562 -2.6287
H -2.262 1.948 1.697 0.6384 0.5959 0.0941
H -3.490 0.873 1.324 -1.5920 -0.8540 -0.1693
H -2.634 1.806 -0.154 -0.5921 -1.0380 3.0187
O -0.343 -0.667 2.892 -1.7512 0.1318 1.2428
H 0.480 -1.098 2.989 1.7283 -0.3764 0.0560
O -2.818 -2.133 0.539 -1.1954 0.8171 -2.1447
H -3.332 -2.136 -0.351 1.6015 -0.2121 3.1031
F 5.881 -1.314 0.511 0.2709 0.7659 -1.3742
C 5.274 -1.177 -0.707 -3.4656 0.4076 -1.5674
C 5.336 -0.075 -1.629 -0.8739 -3.3256 1.3259
C 4.484 0.047 -2.753 0.5649 -2.0164 2.9379
C 3.574 -0.968 -2.958 -1.9324 -0.6969 -1.3605
C 3.429 -2.060 -2.071 5.0051 5.7516 0.9587
C 4.166 -2.068 -0.909 3.3066 -1.2877 2.0248
H 6.013 0.638 -1.398 2.0956 2.4113 0.3828
H 4.508 0.999 -3.168 -0.0881 1.1300 -1.5415
H 2.839 -0.932 -3.812 0.9752 0.1118 0.8908
H 2.759 -2.731 -2.067 -5.1661 -4.7707 -1.1128
H 4.191 -2.922 -0.110 -0.7199 1.5149 -1.6765
C 2.072 2.910 0.629 0.7254 -1.8885 1.8193
C 3.108 1.693 0.568 -2.5089 1.5623 -7.4234
C 4.461 2.086 0.728 3.8046 -0.3391 -2.0752
S 4.407 3.357 1.936 0.3437 1.5862 1.4194
O 5.339 4.446 1.756 -0.1296 -0.8946 -0.2660
O 4.296 2.730 3.225 0.1057 -0.4870 0.4382
C 2.752 3.975 1.583 -1.3329 -0.2305 0.2653
H 1.205 2.353 1.203 0.9102 1.8200 -1.7578
H 1.958 3.255 -0.414 -0.7099 0.0309 0.8636
H 2.988 1.029 -0.499 0.3173 2.0910 2.6634
H 2.902 1.018 1.214 -1.7922 -4.3812 4.7242
H 4.800 2.594 -0.199 0.1250 -0.1076 0.4437
H 5.114 1.125 0.823 -0.7067 2.2121 0.6872
H 2.799 5.006 1.221 0.1809 -0.3722 -0.4279
H 2.252 4.083 2.600 0.6531 -0.5041 -1.2399
C -4.171 -3.988 -3.242 -1.8312 -1.8554 -1.7607
C -3.653 -3.904 -4.739 -4.8620 0.7614 0.0844
C -2.320 -3.595 -4.642 4.5095 3.4306 -2.0208
S -2.045 -2.552 -3.240 -1.0584 -0.3664 -2.7473
O -2.389 -1.243 -3.736 -0.0177 0.3185 1.0048
O -0.778 -2.885 -2.763 3.3118 0.1779 2.0688
C -3.328 -3.181 -2.242 -3.1312 1.1740 0.6314
H -4.598 -5.038 -3.138 1.6411 0.8469 1.2008
H -5.074 -3.480 -3.142 -1.9226 0.8569 -0.7539
H -4.086 -2.893 -5.029 -0.6043 -1.8468 -0.9466
H -3.632 -4.840 -5.423 -1.6758 1.7282 1.1384
H -1.972 -2.967 -5.521 -0.3651 -0.1437 1.0158
H -1.792 -4.435 -4.883 2.5000 -2.3109 1.1449
H -4.009 -2.252 -1.697 1.9136 -2.6898 -2.1406
H -3.109 -3.924 -1.534 1.4111 -0.1821 1.4814
C -1.210 3.194 -4.218 -0.4509 -2.0124 -0.5770
C 0.069 2.367 -3.991 -0.7721 -2.5888 -4.5149
C 1.177 3.295 -3.721 2.2892 -0.7246 1.0612
S 0.886 4.654 -4.852 -0.7666 1.9777 -0.5503
O 1.342 4.367 -6.201 0.1639 -0.3105 1.3364
O 1.179 5.913 -4.208 0.9767 -0.2749 -0.1182
C -0.869 4.591 -4.809 -1.4098 -3.9143 -2.2189
H -1.503 3.224 -3.171 -1.7565 0.4822 -0.3088
H -1.802 2.553 -5.053 0.4793 1.5990 2.8428
H 0.141 2.051 -5.127 0.9768 -0.2680 2.1521
H -0.060 1.402 -3.382 0.2793 1.8319 -0.7780
H 2.171 2.896 -4.156 -1.2098 0.5212 1.4629
H 1.127 3.538 -2.580 0.7076 0.2845 -2.1760
H -1.398 4.506 -5.833 1.2642 1.2886 1.5784
H -1.195 5.271 -4.106 -0.7745 2.0251 0.7065

---

(3)
62
Properties=species:S:1:pos:R:3:forces:R:3 method="wB97M-V/def2-TZVPD" multiplicity=1 charge=-2
Sr -0.748 -0.711 -1.785 0.6805 0.3696 -1.3376
O -1.263 -2.833 -0.969 -0.9391 -0.8030 0.0976
C -2.332 -2.653 -1.622 -0.2885 -0.0797 0.2823
O -2.964 -1.547 -1.607 -0.4169 -0.9333 0.1811
C -2.767 -3.710 -2.594 -0.0099 0.0122 -0.0397
C -3.675 -4.687 -2.214 0.0449 0.0239 -0.0637
C -4.085 -5.669 -3.110 0.0829 0.0521 -0.1147
C -3.560 -5.645 -4.398 0.0414 0.0942 0.0690
C -2.653 -4.663 -4.777 0.0805 0.0466 -0.0944
C -2.217 -3.654 -3.899 0.0211 0.1745 0.2052
S -1.072 -2.392 -4.378 -0.4204 -0.4953 0.0349
H -4.066 -4.678 -1.202 0.0211 0.0162 -0.0043
H -4.794 -6.432 -2.809 -0.0026 -0.0116 -0.0012
H -3.861 -6.399 -5.119 0.0111 0.0041 -0.0152
H -2.253 -4.654 -5.785 -0.0199 -0.0184 0.0131
N 2.958 -0.538 -2.386 -0.2575 0.1172 -0.0127
C 2.255 0.514 -3.001 0.5860 -0.7635 0.3613
N 2.880 1.486 -3.642 -0.1890 0.3295 -0.1870
N 1.868 2.261 -4.100 -0.0461 -0.1253 0.1582
N 0.726 1.766 -3.732 0.2787 -0.0862 0.0291
N 0.942 0.620 -3.033 0.2787 0.7594 -0.4747
C 2.650 -1.064 -1.132 0.1593 0.6371 -0.5253
N 3.568 -1.688 -0.412 -0.0051 -0.1127 0.3542
N 2.919 -2.008 0.731 0.1263 -0.0256 -0.1792
N 1.698 -1.613 0.676 -0.1869 0.3671 -0.2095
N 1.475 -0.970 -0.516 0.3929 -0.6552 0.5596
H 3.948 -0.501 -2.559 0.0103 0.0039 0.0287
O -0.801 1.177 -0.461 0.6802 0.7511 1.7577
As 0.126 1.209 0.945 -1.1815 0.7466 -0.6697
C 1.990 1.587 0.747 -0.0811 -0.2033 -0.1845
C 2.303 2.308 -0.402 0.1996 -0.0358 0.0963
C 3.627 2.645 -0.638 0.0209 0.0406 0.0077
C 4.612 2.286 0.274 -0.0705 -0.0061 0.0047
C 4.282 1.575 1.419 -0.0503 -0.0018 -0.0094
C 2.962 1.210 1.660 0.2133 0.1236 -0.1220
C -0.548 -0.012 2.276 0.2908 0.0354 -0.0918
C -1.932 -0.120 2.302 0.0056 -0.1346 0.1224
C -2.535 -0.857 3.313 0.0011 0.0245 -0.0385
C -1.761 -1.457 4.296 0.0455 0.0203 -0.0216
C -0.377 -1.350 4.255 -0.0375 0.0065 -0.0483
C 0.236 -0.636 3.236 -0.1251 -0.1131 0.0244
C -0.443 2.892 1.758 0.0839 -0.0678 -0.0292
C -1.275 3.726 1.025 -0.0737 0.2131 0.1153
C -1.660 4.957 1.554 0.0380 -0.0903 -0.0050
C -1.216 5.350 2.808 0.0553 -0.1210 -0.0151
C -0.380 4.511 3.540 -0.0446 0.0074 -0.0652
C 0.006 3.287 3.013 -0.0422 0.0886 0.0734
H 1.546 2.562 -1.136 -0.0787 -0.0602 0.0234
H 3.877 3.148 -1.563 0.0246 -0.0110 0.0131
H 5.647 2.537 0.075 0.0017 -0.0017 -0.0018
H 5.054 1.270 2.113 0.0047 -0.0169 -0.0085
H 2.724 0.611 2.524 -0.0050 -0.0062 0.0337
H -2.537 0.340 1.530 0.0401 0.0342 -0.0604
H -3.612 -0.966 3.320 0.0011 -0.0120 0.0156
H -2.235 -2.029 5.085 -0.0055 -0.0073 -0.0076
H 0.233 -1.846 4.999 -0.0111 -0.0125 0.0028
H 1.310 -0.627 3.154 0.0376 -0.0128 0.0180
H -1.612 3.406 0.046 0.0271 -0.0482 -0.0098
H -2.307 5.609 0.979 0.0011 -0.0060 -0.0037
H -1.515 6.308 3.217 -0.0035 0.0020 -0.0035
H -0.027 4.812 4.520 -0.0044 0.0087 0.0028
H 0.660 2.642 3.591 0.0086 -0.0320 -0.0310

---

HOMO energy for every record listed, in sequence, given in eV: -15.15; -11.45; -1.30.
Energy above the lowest of the compared OMol25 structures with the same formula, charge and spin for every record listed, in sequence, given in kcal/mol: 24.7; 55.1; 12.4.